Record 1
C3H10NO3 | ωB97M-V with the def2-TZVPD basis set

```
17
C3H10NO3 (ωB97M-V with the def2-TZVPD basis set)
O -1.1130 1.8831 1.5751
C -0.6542 0.7216 1.0403
C -0.4990 0.7867 -0.4424
N 0.5832 -0.1425 -0.7740
C 1.9099 0.4610 -0.8764
O -0.3107 -0.2909 1.6851
H -1.0858 1.8538 2.5437
H -0.2224 1.7966 -0.7162
H -1.4217 0.4943 -0.9910
H 0.6094 -0.8733 -0.0443
H 0.3935 -0.7235 -1.6168
H 2.5905 -0.2872 -1.2593
H 2.2175 0.9025 0.0694
H 1.8919 1.2420 -1.6226
H 0.0136 -2.9514 -2.5390
H -0.6032 -3.3754 -1.2014
O -0.0264 -2.6934 -1.6047
```

Values from the calculation:
Gap between HOMO and LUMO (alpha / beta) (Ha): 0.1371 / 0.3801
Energy relative to the best compared isomer or geometry (same formula, charge and spin) (kJ/mol): 33.0
Spin multiplicity: 2


Record 2
C49H47AsBrCaN4O2 | ωB97M-V with the def2-TZVPD basis set

```
105
C49H47AsBrCaN4O2 (ωB97M-V with the def2-TZVPD basis set)
Ca 0.3891 1.3557 -0.3765
O 2.3114 2.0395 -0.5403
C 3.2771 2.9148 -0.5799
C 4.1891 3.1057 0.4874
C 5.1750 4.0733 0.4337
C 5.3086 4.9079 -0.6887
C 4.4188 4.7347 -1.7341
C 3.4140 3.7607 -1.6973
C 2.4491 3.6285 -2.8091
N 1.8562 2.5374 -3.2698
C 1.0217 2.9413 -4.3083
C 1.1088 4.2853 -4.4778
N 2.0187 4.7025 -3.5224
H 4.0623 2.4710 1.3572
H 5.8483 4.1949 1.2770
H 6.0907 5.6533 -0.7437
H 4.5315 5.3435 -2.6291
H 0.4056 2.2349 -4.8551
H 0.6140 4.9686 -5.1548
H 2.2633 5.6484 -3.3115
O 1.3070 0.3335 -2.4127
C 0.4022 -0.1915 -3.3785
C -0.8375 0.6752 -3.5469
C -1.6471 0.5305 -4.6691
C -2.7724 1.3247 -4.7964
C -3.0671 2.2466 -3.8010
C -2.2272 2.3198 -2.7141
N -1.1220 1.5576 -2.5771
H 1.5918 1.2458 -2.7043
H 0.0927 -1.1818 -3.0487
H 0.8769 -0.3086 -4.3488
H -1.3833 -0.2007 -5.4280
H -3.4192 1.2262 -5.6643
H -3.9420 2.8848 -3.8571
H -2.4264 3.0162 -1.9030
Br 0.7391 1.4518 2.7672
C -0.1399 3.1252 3.0316
C -0.3022 3.5046 4.3261
C -0.8680 4.7736 4.6090
C -1.2172 5.6069 3.5859
C -1.0529 5.2080 2.2299
C -1.3947 6.0959 1.1684
C -1.1998 5.7102 -0.1250
C -0.7064 4.4021 -0.4131
C -0.3912 3.4524 0.5451
C -0.5313 3.9173 1.9032
H 0.0111 2.8454 5.1296
H -0.9955 5.0808 5.6406
H -1.6162 6.5978 3.7912
H -1.7970 7.0782 1.4117
H -1.4407 6.3950 -0.9365
H -0.5731 4.1548 -1.4796
C 1.5208 -6.8464 -2.3558
C 1.2894 -5.6489 -1.4607
C 0.2141 -5.6038 -0.5841
C -0.0508 -4.4907 0.2183
C -1.2974 -4.5606 1.0835
C 0.8054 -3.3720 0.1568
As 0.5585 -1.6644 1.1562
N -0.6177 -0.6461 0.2264
C -1.7697 -1.0064 -0.4883
C -2.8718 -0.1218 -0.4736
C -4.0485 -0.3835 -1.1689
C -4.1934 -1.5404 -1.9321
C -3.1181 -2.4225 -1.9779
C -1.9368 -2.1656 -1.2787
C -0.3025 -2.3964 2.7822
C -1.5702 -2.0889 3.3054
C -2.5594 -1.1311 2.6673
C -1.9709 -2.7072 4.4956
C -1.1595 -3.5863 5.2003
C -1.6367 -4.2617 6.4646
C 0.1192 -3.8181 4.7083
C 0.5634 -3.2327 3.5293
C 1.9952 -3.5306 3.0952
C 1.9314 -3.4176 -0.7090
C 2.9737 -2.3061 -0.8201
C 2.1354 -4.5475 -1.5051
H 0.9693 -7.7217 -1.9975
H 2.5838 -7.1076 -2.4036
H 1.1886 -6.6427 -3.3814
H -0.4603 -6.4580 -0.5260
H -1.9379 -5.3780 0.7439
H -1.8747 -3.6381 1.0323
H -1.0600 -4.7303 2.1355
H -2.7799 0.7854 0.1251
H -4.8625 0.3315 -1.1160
H -5.1138 -1.7494 -2.4641
H -3.1898 -3.3292 -2.5703
H -1.1178 -2.8629 -1.3565
H -2.0718 -0.2514 2.2552
H -3.2958 -0.8141 3.4101
H -3.1012 -1.6026 1.8435
H -2.9620 -2.4743 4.8843
H -2.6176 -3.8880 6.7650
H -0.9430 -4.0940 7.2930
H -1.7206 -5.3429 6.3260
H 0.7983 -4.4681 5.2602
H 2.5227 -4.0834 3.8747
H 2.5528 -2.6129 2.8970
H 2.0336 -4.1250 2.1792
H 2.5650 -1.3751 -1.2080
H 3.7762 -2.6113 -1.4973
H 3.4174 -2.0756 0.1467
H 2.9940 -4.5629 -2.1782
```

Values from the calculation:
Gap between HOMO and LUMO (Ha): 0.2519
Net charge: -1